Density functional theory data (ωB97M-V/def2-TZVPD) for C15H24MoO2 as an isolated structure.

Properties
- Expectation value of S²: 2.022
- E_tot: -21878.4765 eV
- Net charge: +2
- Highest occupied orbital energy (alpha / beta): -16.622 / -17.207 eV
- Multiplicity: 3
- ΔE to the lowest compared entry with this formula, charge and spin: 0.0000 eV
- LUMO energy (alpha / beta): -8.55 / -9.23 eV
- Kohn-Sham gap (alpha / beta): 0.2965 / 0.2931 Eh

Geometry as XYZ:
```
42
C15H24MoO2 (ωB97M-V/def2-TZVPD)
Mo -0.2083 -0.3522 0.1491
C -3.5127 0.4482 -0.6173
C -2.5239 0.2100 0.4757
C -1.7302 1.2611 0.9820
C -0.8308 1.0604 2.0589
C -0.0835 2.2133 2.6427
C -0.6875 -0.2452 2.5855
C -1.4108 -1.3298 2.0757
C -1.2698 -2.7036 2.6527
C -2.2838 -1.0892 0.9796
H -3.2086 1.2724 -1.2593
H -4.4674 0.7169 -0.1558
H -3.6732 -0.4440 -1.2191
H -1.8335 2.2540 0.5595
H 0.1964 2.9434 1.8846
H 0.7982 1.8942 3.1940
H -0.7474 2.7186 3.3506
H 0.0098 -0.4057 3.3991
H -1.9865 -2.8049 3.4722
H -0.2761 -2.8702 3.0651
H -1.4989 -3.4777 1.9223
H -2.8219 -1.9261 0.5484
C 0.1167 0.3177 -4.0440
C 0.6754 0.1173 -2.6810
O 1.8206 0.0416 -2.3506
O -0.3221 0.0314 -1.6985
H 0.9261 0.3642 -4.7654
H -0.4596 1.2432 -4.0669
H -0.5626 -0.4999 -4.2867
C 3.6698 -1.4737 0.3927
C 2.1913 -1.4559 0.7909
C 1.3927 -2.3048 -0.2326
C 1.6746 -0.0216 0.8496
H 4.0336 -2.5015 0.3667
H 4.2686 -0.9177 1.1125
H 3.8065 -1.0304 -0.5943
H 2.0714 -1.9015 1.7816
H 1.6150 -2.0259 -1.2617
H 0.2745 -2.3902 -0.0969
H 1.6509 -3.3575 -0.1082
H 1.8982 0.5227 -0.1020
H 1.9949 0.5656 1.7025
```